Formula: C4H10N2P
Source: the OMol25 dataset
Level of theory: ωB97M-V/def2-TZVPD

Calculated values
DFT total energy (eV): -16568.58603
Kohn-Sham gap (eV): 10.16
HOMO level (eV): -13.00
Lowest unoccupied orbital energy (eV): -2.835
Charge: +1

The geometry in XYZ format:
```
17
Properties=species:S:1:pos:R:3:forces:R:3:lowdin_charge:R:1
C -0.836 1.543 2.421 -0.60 1.22 -0.44 -0.001
C -0.468 1.080 1.230 1.93 -0.77 -0.14 -0.260
C 0.691 -0.526 -1.547 0.73 0.51 -1.34 0.146
C 2.289 0.025 -3.493 -2.97 -0.64 -0.68 -0.019
N -0.585 -0.282 0.727 -1.19 0.10 0.83 -0.313
N 1.356 -0.185 -2.430 0.20 -1.67 1.08 -0.002
P -1.486 -1.344 1.587 4.45 -0.34 0.35 0.986
H -0.708 2.662 2.785 -0.20 -2.91 -0.76 0.130
H -1.432 0.781 2.904 -0.42 0.85 1.18 -0.003
H 0.308 1.550 0.653 -0.25 0.69 -0.55 0.098
H -0.106 -0.491 -0.274 -0.66 0.04 1.17 -0.043
H 1.614 0.073 -4.333 0.09 1.01 -0.69 0.105
H 2.893 -0.782 -3.802 1.02 -1.21 0.82 0.094
H 2.757 0.898 -3.226 1.51 2.02 -0.17 0.076
H -2.700 -1.040 1.839 -3.91 0.80 -0.07 -0.056
H -1.396 -2.699 1.140 0.00 0.90 0.09 0.037
H -1.098 -1.252 2.966 0.27 -0.60 -0.68 0.026
```
Positions in Å, forces in eV/Å.